(1)
DFT (ωB97M-V/def2-TZVPD) results for a structure of composition C41H37F5IrNO5PSTe2 at a distorted geometry.

CARTESIAN COORDINATES (ANGSTROEM)
Ir 2.2074 -1.4651 0.0908
O 3.8856 -5.2186 0.1449
S 2.9356 -4.2508 0.5642
O 1.8776 -3.9286 -0.4221
O 3.4291 -2.9479 1.1025
C 1.9435 -4.7572 1.9388
C 2.2163 -5.8508 2.7295
C 1.3709 -6.1378 3.7970
C 0.2880 -5.3182 4.0612
C 0.0380 -4.1988 3.2716
C 0.8648 -3.8995 2.1983
P 0.4336 -2.4943 1.0860
C -0.5633 -1.4049 2.1620
C -1.9540 -1.3353 2.0818
C -2.6524 -0.3811 2.8103
C -1.9711 0.5040 3.6325
C -0.5895 0.4188 3.7449
C 0.1110 -0.5266 3.0120
C -0.7713 -3.2857 -0.0443
C -0.8414 -4.6769 -0.1159
C -1.7121 -5.2962 -0.9974
C -2.5216 -4.5407 -1.8323
C -2.4575 -3.1580 -1.7735
C -1.5873 -2.5398 -0.8881
H 3.0704 -6.4737 2.4974
H 1.5614 -7.0037 4.4171
H -0.3730 -5.5439 4.8875
H -0.8087 -3.5649 3.5014
H -2.4975 -2.0203 1.4454
H -3.7305 -0.3281 2.7291
H -2.5165 1.2528 4.1929
H -0.0520 1.0979 4.3947
H 1.1883 -0.5756 3.0872
H -0.2086 -5.2912 0.5070
H -1.7431 -6.3768 -1.0402
H -3.1917 -5.0275 -2.5287
H -3.0774 -2.5534 -2.4237
H -1.5515 -1.4634 -0.8654
F 5.7931 -0.8876 -2.9275
Te 4.7089 -2.3817 -2.6633
F 5.9523 -3.3681 -3.6267
F 3.9530 -1.7824 -4.2667
F 5.8401 -2.7573 -1.2308
F 3.6484 -3.8870 -2.9305
O 3.4920 -1.6330 -1.6003
C -5.5532 5.3594 -0.8216
C -4.4229 4.3693 -0.7572
C -4.3145 3.3421 -1.6866
C -3.2725 2.4240 -1.6475
C -3.2255 1.3273 -2.6799
C -2.3091 2.5480 -0.6366
Te -0.7362 1.0654 -0.5898
N 1.4630 0.4899 -0.0857
C 2.1213 0.8081 0.9874
O 2.7058 -0.2254 1.5488
C 2.3642 2.1469 1.5487
C 1.9644 3.2855 0.8571
C 2.2440 4.5406 1.3712
C 2.9328 4.6624 2.5707
C 3.3453 3.5273 3.2559
C 3.0651 2.2698 2.7464
C 0.1235 1.8572 -2.3425
C 0.2002 3.2388 -2.4670
C 0.8441 3.8012 -3.5593
C 1.4064 2.9730 -4.5175
C 1.3086 1.5953 -4.3933
C 0.6602 1.0041 -3.3126
C 0.5233 -0.4906 -3.2465
C -2.4027 3.5583 0.3225
C -1.4136 3.7363 1.4445
C -3.4607 4.4598 0.2370
H -6.2807 5.0804 -1.5823
H -5.1817 6.3573 -1.0613
H -6.0703 5.4254 0.1365
H -5.0634 3.2503 -2.4659
H -3.9790 1.4943 -3.4482
H -3.4236 0.3511 -2.2276
H -2.2536 1.2768 -3.1746
H 1.4682 3.1817 -0.0991
H 1.9430 5.4267 0.8266
H 3.1604 5.6441 2.9654
H 3.8985 3.6233 4.1808
H 3.3900 1.3767 3.2638
H -0.2464 3.8824 -1.7179
H 0.9055 4.8773 -3.6553
H 1.9190 3.3984 -5.3703
H 1.7470 0.9540 -5.1480
H 1.0089 -0.9651 -4.0973
H -0.5300 -0.7875 -3.2406
H 0.9918 -0.8954 -2.3496
H -0.7982 2.8527 1.6129
H -1.9327 3.9617 2.3770
H -0.7366 4.5678 1.2404
H -3.5342 5.2504 0.9774

Cartesian forces (eV/Å) of the 6 atoms listed first:
Ir -0.090 -1.107 1.533
O 0.351 -0.180 0.462
S -1.024 -0.002 -0.265
O 0.450 -0.076 -0.365
O 0.432 0.018 -0.940
C 0.076 0.144 0.004

The HOMO-LUMO gap (alpha / beta) comes out at 0.2770 / 0.2444 hartree. As for the lowest unoccupied orbital energy (alpha / beta): -0.67 / -2.20 eV. Its energy above the lowest of the compared OMol25 structures with the same formula, charge and spin is 256.5 kJ/mol. As for the charge: 0. As for the spin multiplicity: 2. Its HOMO energy (alpha / beta) is -8.2066 / -8.8464 eV.

***

(2)
DFT (ωB97M-V/def2-TZVPD) results for a cluster of 3 separate species, C41H37I2N2O9S in total at a distorted geometry.

CARTESIAN COORDINATES (ANGSTROEM)
C 3.1721 -2.0681 -2.4849
C 2.9380 -1.1638 -3.8040
O 3.8173 -1.2181 -4.6911
O 1.7316 -0.4187 -3.8616
C 1.8148 0.6885 -4.8028
C 0.8030 1.8945 -4.4906
C -0.5910 1.4456 -3.8358
C -0.7808 1.8596 -2.2957
N -1.4607 0.7405 -1.5737
C -0.7472 0.2388 -0.3979
C -1.6662 -0.8741 0.1383
I -1.2478 -2.0210 1.9309
N -2.7979 -0.9195 -0.7696
I -4.2777 -2.3072 -0.3921
C -2.6964 0.0580 -1.8259
C -3.7438 0.3565 -2.9839
C -3.4592 -0.3909 -4.3720
C -3.3404 -1.9891 -4.2695
C -1.8665 -2.5170 -4.6427
S -1.5439 -4.2325 -3.9715
O -2.1858 -4.4690 -2.6287
O -1.8776 -5.2901 -4.9777
O 0.1407 -4.2957 -3.7500
H 2.1759 -2.3402 -1.9698
H 3.8172 -1.4739 -1.7491
H 3.7352 -3.0336 -2.7461
H 2.8713 1.1341 -4.8150
H 1.6193 0.2567 -5.8478
H 0.5434 2.3900 -5.5036
H 1.3643 2.6995 -3.8903
H -0.7072 0.3056 -3.9508
H -1.4597 1.9308 -4.4223
H -1.2506 2.8885 -2.1297
H 0.2839 1.9289 -1.8479
H 0.2314 0.6482 0.0026
H -4.8254 0.1757 -2.6391
H -3.6800 1.4923 -3.1961
H -4.3748 -0.1762 -5.0470
H -2.5532 -0.0119 -4.9515
H -4.0473 -2.4393 -5.0669
H -3.6332 -2.4360 -3.2620
H -1.0169 -1.8571 -4.2561
H -1.7809 -2.5399 -5.7921
H 0.3345 -3.8779 -2.8694
C 9.6045 2.1482 3.3169
C 10.4041 2.9987 2.5563
C 10.0066 3.3689 1.2762
C 8.8120 2.8793 0.7475
C 8.0233 2.0081 1.5001
C 8.4165 1.6524 2.7912
C 6.7788 1.4424 0.9326
O 6.0861 0.6838 1.5900
C 6.3916 1.8049 -0.4497
C 5.2522 1.2349 -1.0186
C 4.8726 1.5790 -2.3114
C 5.6239 2.5004 -3.0377
C 6.7630 3.0664 -2.4765
C 7.1543 2.7119 -1.1841
C 8.3886 3.2932 -0.6088
O 9.0486 4.0958 -1.2449
H 9.9110 1.8671 4.3193
H 11.3372 3.3750 2.9628
H 10.6313 4.0359 0.6906
H 7.8008 0.9860 3.3866
H 4.6602 0.5185 -0.4569
H 3.9885 1.1299 -2.7535
H 5.3234 2.7741 -4.0443
H 7.3473 3.7800 -3.0488
C -5.8036 -3.8499 3.2912
C -6.9868 -4.2398 3.9153
C -7.5534 -3.4351 4.8978
C -6.9309 -2.2422 5.2679
C -5.7341 -1.8646 4.6602
C -5.1774 -2.6652 3.6626
C -5.0369 -0.6267 5.0776
O -3.9909 -0.2951 4.5420
C -5.6231 0.1962 6.1585
C -4.9487 1.3348 6.6027
C -5.4990 2.1215 7.6092
C -6.7281 1.7797 8.1692
C -7.4005 0.6431 7.7335
C -6.8444 -0.1563 6.7338
C -7.5509 -1.3830 6.3023
O -8.6236 -1.6856 6.7939
H -5.3662 -4.4742 2.5177
H -7.4686 -5.1707 3.6341
H -8.4779 -3.7412 5.3770
H -4.2533 -2.3685 3.1777
H -3.9923 1.6090 6.1688
H -4.9705 3.0034 7.9566
H -7.1603 2.3978 8.9494
H -8.3554 0.3795 8.1771

Cartesian forces (eV/Å) of the 6 atoms listed first:
C -0.854 0.336 -0.093
C 2.389 -1.785 -1.087
O -3.565 1.092 2.736
O 2.230 -0.073 0.301
C 0.155 0.842 -1.536
C -0.113 0.038 -0.386

The HOMO-LUMO gap comes out at 0.2547 hartree. As for the lowest unoccupied orbital energy: -4.33 eV. As for the charge: +1. As for the spin multiplicity: 1. Its HOMO energy is -11.2607 eV.

***

(3)
DFT (ωB97M-V/def2-TZVPD) results for a structure of composition C41H37N11OPbSSi.

CARTESIAN COORDINATES (ANGSTROEM)
Pb 0.8501 -0.3079 0.0852
C -1.2412 4.8685 13.0158
O -1.5613 5.5443 11.8028
C -1.3933 4.8892 10.6472
C -1.7359 5.5931 9.4882
C -1.5748 5.0107 8.2538
C -1.0726 3.7093 8.1342
C -0.7599 3.0068 9.2939
C -0.9151 3.5835 10.5417
C -0.8671 3.0770 6.8377
N -0.6152 1.7988 6.6369
C -0.4801 1.6613 5.2889
C -0.6523 2.8658 4.6435
N -0.8993 3.7649 5.6498
C -0.5396 3.0078 3.2349
C -0.7110 4.2095 2.5243
C -0.5692 4.2223 1.1611
C -0.2304 3.0305 0.5140
N -0.0611 1.8922 1.1582
C -0.2257 1.8461 2.4946
C -0.0867 0.5588 3.1541
N 0.1400 -0.5551 2.4070
C 0.2017 -1.7350 3.0051
C 0.0838 -1.9004 4.3838
C -0.1132 -0.7905 5.1632
C -0.2191 0.4665 4.5495
H -1.4370 5.5787 13.8113
H -0.1883 4.5809 13.0388
H -1.8697 3.9865 13.1506
H -2.1337 6.5942 9.5935
H -1.8706 5.5753 7.3756
H -0.3856 1.9953 9.2026
H -0.6668 3.0125 11.4257
H -1.0391 4.7556 5.5593
H -0.9561 5.1217 3.0551
H -0.7011 5.1305 0.5877
H -0.0874 3.0086 -0.5633
H 0.3508 -2.5944 2.3595
H 0.1441 -2.8917 4.8120
H -0.2059 -0.8479 6.2407
S -1.6870 -0.7215 -0.9196
C -2.5578 0.7747 -0.8542
C -3.3778 1.0476 0.2488
C -4.1292 2.1970 0.3049
C -4.0404 3.1206 -0.7367
C -3.2347 2.8277 -1.7993
N -2.5115 1.6736 -1.8840
H -3.4129 0.3122 1.0395
H -4.7915 2.3806 1.1424
H -4.5971 4.0462 -0.7278
H -3.1378 3.5046 -2.6349
N 3.5745 0.1713 2.5790
C 3.5476 -1.1551 2.3374
N 4.2208 -1.9348 3.1664
C 4.1674 -3.2388 2.8913
N 4.7977 -4.0817 3.7049
N 3.5103 -3.7732 1.8343
C 2.8626 -2.9121 1.0875
N 2.8128 -1.5872 1.2861
C 2.1198 -3.4830 -0.0805
C 2.4706 -4.7390 -0.5511
C 1.8109 -5.2521 -1.6559
C 0.8026 -4.5055 -2.2385
C 0.4907 -3.2728 -1.6933
N 1.1388 -2.7563 -0.6441
H 4.2159 0.4961 3.2828
H 3.2536 0.8183 1.8822
H 5.3310 -3.7250 4.4779
H 4.7889 -5.0654 3.5027
H 3.2523 -5.2842 -0.0445
H 2.0814 -6.2227 -2.0508
H 0.2592 -4.8662 -3.1011
H -0.3132 -2.6752 -2.1054
C 0.0557 0.7546 -3.4470
Si -1.7346 1.2689 -3.5545
C -2.8397 -0.0320 -4.2711
C -1.7653 2.8909 -4.4662
C -2.8303 3.2362 -5.3068
C -2.8156 4.4219 -6.0283
C -1.7329 5.2835 -5.9225
C -0.6627 4.9564 -5.0991
C -0.6795 3.7692 -4.3813
H 0.5415 1.0487 -4.3820
H 0.1562 -0.3271 -3.3391
H 0.6020 1.2421 -2.6363
H -2.3755 -0.4347 -5.1762
H -3.8195 0.3639 -4.5481
H -2.9911 -0.8536 -3.5699
H -3.6806 2.5687 -5.4064
H -3.6464 4.6677 -6.6777
H -1.7183 6.2078 -6.4869
H 0.1913 5.6181 -5.0256
H 0.1702 3.5226 -3.7512

Cartesian forces (eV/Å) of the 6 atoms listed first:
Pb 0.120 0.417 -0.420
C 0.014 0.010 -0.017
O -0.026 0.031 0.128
C 0.022 -0.096 -0.114
C -0.028 0.096 0.010
C 0.006 -0.049 -0.068

The HOMO-LUMO gap comes out at 0.2346 hartree. As for the lowest unoccupied orbital energy: -5.20 eV. Its energy above the lowest of the compared OMol25 structures with the same formula, charge and spin is 19.0 kJ/mol. As for the charge: +2. As for the spin multiplicity: 1. Its HOMO energy is -11.5876 eV.

***

(4)
DFT (ωB97M-V/def2-TZVPD) results for a structure of composition C41H37N4O3S3Tl.

CARTESIAN COORDINATES (ANGSTROEM)
Tl -0.0366 0.1069 -0.2631
O 2.2571 -2.8471 4.6070
C 2.1431 -2.0431 3.6598
O 1.7505 -0.8583 3.6791
C 2.5907 -2.6105 2.2878
C 2.7748 -3.9905 2.1679
C 3.2285 -4.5136 0.9736
C 3.5120 -3.6458 -0.0746
C 3.3038 -2.2930 0.1275
N 2.8343 -1.7876 1.2669
H 2.5722 -4.5996 3.0369
H 3.3749 -5.5827 0.8608
H 3.8814 -4.0014 -1.0281
H 3.4960 -1.5662 -0.6553
C -1.7756 -0.4551 -3.4625
N -0.4320 -0.7431 -3.0070
C -0.1090 -2.1383 -3.1730
C 0.5735 0.1148 -3.6178
C 0.3474 1.5831 -3.3255
C 0.4622 2.5010 -4.3651
C 0.2826 3.8599 -4.1285
C -0.0234 4.2741 -2.8393
C -0.1403 3.3301 -1.8202
C 0.0417 1.9550 -2.0039
H -1.9032 -0.6992 -4.5367
H -1.9997 0.5987 -3.3082
H -2.4849 -1.0398 -2.8749
H -0.0942 -2.4403 -4.2397
H -0.8495 -2.7468 -2.6519
H 0.8730 -2.3461 -2.7422
H 0.6201 -0.0626 -4.7124
H 1.5431 -0.1830 -3.2012
H 0.6904 2.1560 -5.3719
H 0.3743 4.5777 -4.9372
H -0.1723 5.3304 -2.6290
H -0.3800 3.7123 -0.8255
S -5.1944 0.3851 0.0659
C -4.5749 1.9661 -0.1529
C -3.2189 1.9537 -0.3032
C -2.5917 0.6611 -0.2483
C -3.5653 -0.2814 -0.0603
C -3.3945 -1.7310 0.0810
C -4.3792 -2.5499 0.6602
C -4.1417 -3.9002 0.8065
C -2.9253 -4.4276 0.3912
C -2.0158 -3.5512 -0.1788
N -2.2421 -2.2558 -0.3562
H -5.2393 2.8187 -0.1743
H -2.6607 2.8671 -0.4776
H -5.3057 -2.1165 1.0134
H -4.8946 -4.5380 1.2568
H -2.6828 -5.4753 0.5107
H -1.0442 -3.9056 -0.5136
S 4.5434 1.2185 -0.5727
C 4.2794 1.7418 1.0017
N 3.5991 0.9860 1.9145
C 3.4412 1.3154 3.2120
C 3.9386 2.4857 3.7063
C 4.5985 3.3459 2.8064
C 4.7557 2.9930 1.5000
H 3.1926 0.0857 1.5979
H 2.8699 0.5949 3.7865
H 3.7987 2.7346 4.7474
H 4.9699 4.3062 3.1480
H 5.2518 3.6384 0.7888
O 0.4422 2.1878 1.5617
S -0.6598 3.0570 2.0444
C -1.0336 2.4281 3.6812
C -2.1309 2.8985 4.3894
C -2.4199 2.3442 5.6274
C -1.6371 1.3054 6.1189
C -0.5801 0.8063 5.3701
C -0.2691 1.3654 4.1388
C 0.1431 4.6157 2.4754
C -0.4882 5.6119 3.2090
C 0.1608 6.8181 3.4167
C 1.4255 7.0291 2.8768
C 2.0365 6.0326 2.1330
C 1.3961 4.8165 1.9244
H -2.7685 3.6665 3.9668
H -3.2739 2.6995 6.1914
H -1.8764 0.8602 7.0773
H -0.0072 -0.0441 5.7180
H 0.5048 0.9445 3.5084
H -1.4729 5.4472 3.6275
H -0.3211 7.5953 3.9974
H 1.9277 7.9764 3.0324
H 3.0160 6.1943 1.7000
H 1.8478 4.0260 1.3390

Cartesian forces (eV/Å) of the 6 atoms listed first:
Tl -0.205 0.065 -0.335
O -0.107 0.124 -0.051
C 0.164 -0.287 0.013
O -0.133 -0.203 0.046
C 0.017 -0.139 -0.068
C -0.032 0.059 0.035

The HOMO-LUMO gap comes out at 0.1785 hartree. As for the lowest unoccupied orbital energy: 3.98 eV. Its energy above the lowest of the compared OMol25 structures with the same formula, charge and spin is 33.0 kJ/mol. As for the charge: -2. As for the spin multiplicity: 1. Its HOMO energy is -0.8803 eV.

***

(5)
DFT (ωB97M-V/def2-TZVPD) results for a structure of composition C41H37O5OsP2SSeSi.

CARTESIAN COORDINATES (ANGSTROEM)
Os -0.3934 0.9287 0.0352
O -3.5709 -1.7111 -0.4688
S -2.1785 -1.3743 -0.1108
C -1.1087 -2.2349 -1.2634
C -1.0263 -3.6237 -1.2411
C -0.4387 -4.2923 -2.2991
C 0.0238 -3.5763 -3.3945
C -0.0567 -2.1945 -3.4109
C -0.5977 -1.4947 -2.3329
P -0.7474 0.3341 -2.3419
C -2.3143 0.5710 -3.2077
C -3.5058 0.8034 -2.5283
C -4.6955 0.8657 -3.2372
C -4.7001 0.7018 -4.6136
C -3.5127 0.4644 -5.2906
C -2.3187 0.3970 -4.5919
C 0.5880 0.9514 -3.3918
C 0.3536 2.0750 -4.1853
C 1.3582 2.5654 -5.0036
C 2.6000 1.9470 -5.0294
C 2.8450 0.8459 -4.2209
C 1.8478 0.3545 -3.3937
C -1.8549 -2.1603 1.4577
C -2.5080 -3.3666 1.6928
C -2.3323 -4.0121 2.9043
C -1.5385 -3.4358 3.8869
C -0.9590 -2.1955 3.6760
C -1.1239 -1.5301 2.4592
P -0.6363 0.2186 2.3538
C 0.8519 0.3338 3.3771
C 1.8277 -0.6591 3.2755
C 2.9351 -0.6255 4.1025
C 3.0979 0.4170 5.0084
C 2.1466 1.4204 5.0875
C 1.0166 1.3777 4.2804
C -1.9636 1.1214 3.1788
C -1.9340 2.5178 3.1812
C -2.9443 3.2271 3.8052
C -3.9938 2.5543 4.4176
C -4.0339 1.1693 4.4049
C -3.0226 0.4486 3.7857
H -1.4149 -4.1860 -0.4074
H -0.3620 -5.3708 -2.2786
H 0.4502 -4.0975 -4.2410
H 0.3115 -1.6570 -4.2732
H -3.5182 0.9395 -1.4591
H -5.6204 1.0457 -2.7074
H -5.6305 0.7581 -5.1622
H -3.5124 0.3330 -6.3637
H -1.3995 0.2084 -5.1315
H -0.6072 2.5678 -4.1613
H 1.1678 3.4339 -5.6182
H 3.3805 2.3278 -5.6743
H 3.8155 0.3684 -4.2350
H 2.0576 -0.4922 -2.7525
H -3.1743 -3.7648 0.9402
H -2.8263 -4.9568 3.0861
H -1.4065 -3.9325 4.8384
H -0.4079 -1.7236 4.4783
H 1.7112 -1.4725 2.5698
H 3.6719 -1.4158 4.0451
H 3.9662 0.4408 5.6526
H 2.2702 2.2341 5.7885
H 0.2652 2.1493 4.3767
H -1.1374 3.0501 2.6769
H -2.9204 4.3078 3.7940
H -4.7877 3.1119 4.8950
H -4.8563 0.6430 4.8697
H -3.0818 -0.6303 3.7729
C 5.0634 0.4790 -1.7330
Si 4.5141 -0.0183 -0.0316
C 4.9079 -1.7856 0.3578
C 5.1400 1.1643 1.2504
C 2.6327 0.1037 -0.0153
C 1.3940 0.2215 0.0051
H 6.0495 0.9418 -1.6708
H 4.3825 1.1982 -2.1888
H 5.1373 -0.3861 -2.3934
H 5.9857 -1.9568 0.3490
H 4.4563 -2.4534 -0.3775
H 4.5332 -2.0604 1.3452
H 6.1580 1.4653 0.9965
H 5.1549 0.7108 2.2397
H 4.5268 2.0649 1.2996
O -0.2413 3.2156 0.5814
Se -1.6391 3.3463 -0.3437
O -2.6216 4.5812 -0.0874
O -2.2695 1.8135 0.1573
O -1.1508 3.0100 -1.8729

Cartesian forces (eV/Å) of the 6 atoms listed first:
Os -0.664 0.199 -0.068
O 0.254 0.021 0.014
S -0.155 0.298 0.004
C -0.072 -0.288 0.014
C 0.058 0.146 -0.042
C 0.029 0.001 -0.056

The HOMO-LUMO gap (alpha / beta) comes out at 0.2941 / 0.2351 hartree. As for the lowest unoccupied orbital energy (alpha / beta): -3.01 / -5.26 eV. As for the charge: +1. As for the spin multiplicity: 5. Its HOMO energy (alpha / beta) is -11.0099 / -11.6529 eV.

***

no.,DFT total energy (eV)
1,-105980.668
2,-91551.202
3,-85511.290
4,-92418.772
5,-158448.148